[1]
156
Properties=species:S:1:pos:R:3 method="wB97M-V/def2-TZVPD" charge=0 orbital_gap_ha=0.26809 de_lowest_kj_mol=47.65 multiplicity=1
C 16.547 14.716 18.031
C 17.249 15.638 16.991
O 16.650 16.226 16.080
N 18.577 15.747 17.066
C 19.369 14.979 17.969
H 15.499 14.608 17.728
H 16.739 15.257 18.946
H 17.066 13.772 17.962
H 19.009 16.334 16.377
H 19.213 13.924 17.811
H 19.170 15.174 19.057
H 20.447 15.155 17.842
C 18.120 11.641 19.629
C 19.335 10.794 19.576
O 20.336 10.897 20.276
N 19.091 9.842 18.579
C 20.003 8.652 18.452
H 17.427 11.571 18.786
H 18.380 12.650 19.969
H 17.602 11.292 20.539
H 18.166 9.718 18.246
H 19.464 7.780 17.998
H 20.460 8.306 19.430
H 20.889 9.000 17.846
C 11.132 10.178 20.579
C 12.140 10.798 19.628
O 13.109 10.146 19.388
N 12.013 12.142 19.363
C 12.953 12.723 18.513
H 10.880 9.177 20.195
H 10.177 10.723 20.651
H 11.542 10.161 21.576
H 11.110 12.585 19.411
H 13.344 13.683 18.942
H 12.520 13.031 17.567
H 13.787 12.078 18.436
C 13.975 16.682 19.180
C 13.208 16.275 17.952
O 12.031 15.929 18.048
N 13.899 16.365 16.780
C 13.176 16.168 15.521
H 13.402 17.480 19.675
H 14.956 17.078 18.929
H 14.030 15.811 19.863
H 14.917 16.381 16.551
H 13.535 16.871 14.761
H 12.139 16.420 15.651
H 13.102 15.145 15.136
C 13.785 15.361 9.255
C 13.213 15.526 10.448
C 13.066 14.356 11.421
O 12.302 14.532 12.361
C 13.619 13.058 11.006
C 14.077 12.898 9.769
C 14.193 14.003 8.732
O 14.580 13.876 7.589
H 13.825 16.097 8.467
H 12.728 16.437 10.752
H 13.609 12.314 11.798
H 14.450 11.913 9.532
C 23.306 16.328 14.677
C 24.444 16.079 14.042
C 24.498 15.005 13.071
O 25.437 14.875 12.383
C 23.246 14.186 12.745
C 22.136 14.439 13.438
C 22.219 15.404 14.545
O 21.295 15.472 15.300
H 23.143 17.228 15.245
H 25.289 16.783 14.015
H 23.362 13.499 11.921
H 21.221 13.895 13.202
C 18.147 18.017 10.022
C 17.801 16.827 10.330
C 16.989 16.064 9.399
O 16.596 14.998 9.766
C 16.819 16.454 8.029
C 17.120 17.672 7.607
C 17.910 18.457 8.642
O 18.614 19.368 8.223
H 18.857 18.664 10.542
H 17.997 16.284 11.249
H 16.517 15.714 7.326
H 17.139 18.146 6.601
C 11.434 10.030 13.496
C 10.229 9.652 13.833
C 9.537 10.321 15.041
O 8.344 10.231 15.285
C 10.344 11.369 15.736
C 11.528 11.741 15.222
C 12.249 11.060 14.184
O 13.387 11.359 13.801
H 11.875 9.616 12.586
H 9.541 8.997 13.231
H 9.888 11.893 16.552
H 12.112 12.538 15.695
C 18.087 9.556 11.291
C 19.416 9.818 11.341
C 20.012 11.117 11.078
O 21.209 11.379 11.223
C 18.998 12.134 10.584
C 17.650 11.864 10.515
C 17.072 10.572 10.989
O 15.894 10.369 11.300
H 17.688 8.557 11.453
H 20.146 9.124 11.787
H 19.460 13.068 10.273
H 17.028 12.690 10.163
C 15.170 8.384 14.199
C 16.012 8.814 15.123
C 15.644 8.879 16.551
O 16.411 8.966 17.490
C 14.175 8.654 16.809
C 13.341 8.239 15.877
C 13.812 7.833 14.542
O 13.187 7.108 13.834
H 15.539 8.210 13.190
H 17.096 8.886 14.927
H 13.846 8.941 17.813
H 12.283 8.055 16.178
C 22.777 10.444 15.403
C 23.730 10.965 16.149
C 23.360 11.888 17.220
O 24.205 12.223 17.976
C 21.959 12.279 17.503
C 21.048 11.834 16.691
C 21.429 10.974 15.579
O 20.544 10.652 14.825
H 22.764 9.741 14.549
H 24.745 10.675 16.023
H 21.722 12.871 18.410
H 19.957 11.968 16.799
C 18.227 17.493 14.043
C 19.272 18.257 14.325
C 19.096 19.644 14.748
O 20.041 20.241 15.177
C 17.706 20.132 14.949
C 16.655 19.435 14.592
C 16.901 18.163 13.850
O 16.072 17.759 13.037
H 18.222 16.457 13.795
H 20.304 17.953 14.269
H 17.608 21.162 15.307
H 15.653 19.879 14.497
C 18.382 12.639 13.870
C 17.586 11.889 14.662
C 16.281 12.456 14.959
O 15.675 12.096 15.932
C 15.724 13.558 14.090
C 16.504 14.187 13.218
C 17.910 13.859 13.121
O 18.750 14.527 12.523
H 19.464 12.325 13.950
H 17.874 11.108 15.342
H 14.679 13.744 14.135
H 16.105 14.990 12.616

[2]
156
Properties=species:S:1:pos:R:3 method="wB97M-V/def2-TZVPD" charge=0 orbital_gap_ha=0.27896 de_lowest_kj_mol=0.00 multiplicity=1
Ba 0.380 -0.569 0.309
C 3.812 1.600 -1.869
P 3.199 1.227 -0.185
C 3.311 2.947 0.542
N 4.441 3.578 0.378
C 4.616 4.772 1.005
C 5.840 5.468 0.858
C 6.041 6.630 1.543
C 5.034 7.147 2.397
C 3.841 6.500 2.537
C 3.612 5.296 1.829
N 2.406 4.674 1.930
C 2.227 3.549 1.293
P 0.510 2.797 1.348
C -0.076 3.490 2.922
C -0.315 3.844 0.036
C -1.755 3.329 -0.072
C -0.332 5.342 0.328
C 0.408 3.578 -1.284
C 4.627 0.361 0.649
C 6.016 0.820 0.215
C 4.476 -1.125 0.294
C 4.450 0.545 2.158
H 4.742 2.166 -1.836
H 3.054 2.190 -2.388
H 3.939 0.668 -2.422
H 6.593 5.043 0.208
H 6.978 7.162 1.447
H 5.218 8.065 2.939
H 3.051 6.875 3.174
H 0.239 4.524 3.053
H 0.317 2.884 3.738
H -1.163 3.413 2.968
H -2.316 3.499 0.850
H -1.793 2.259 -0.288
H -2.273 3.856 -0.879
H -0.997 5.576 1.161
H -0.701 5.879 -0.551
H 0.656 5.731 0.569
H 0.494 2.508 -1.496
H 1.414 4.005 -1.293
H -0.150 4.030 -2.109
H 6.220 0.544 -0.821
H 6.759 0.315 0.839
H 6.153 1.896 0.318
H 4.430 -1.281 -0.787
H 3.585 -1.568 0.744
H 5.347 -1.673 0.664
H 4.705 1.559 2.475
H 5.108 -0.147 2.690
H 3.427 0.331 2.480
C 0.902 -1.317 4.534
C 0.300 -1.872 3.264
C -0.297 -3.251 3.446
O 1.381 -1.929 2.253
C -0.756 -0.897 2.642
O -1.414 -1.349 1.644
O -0.753 0.299 2.975
H 1.812 -1.870 4.768
H 0.199 -1.429 5.361
H 1.142 -0.259 4.431
H 0.451 -3.921 3.875
H -0.634 -3.657 2.494
H -1.154 -3.194 4.116
H 1.275 -2.779 1.757
C -3.397 -0.648 -1.344
C -2.354 -0.159 -2.286
N -1.079 -0.019 -2.007
C -0.473 0.465 -3.152
C -1.402 0.622 -4.124
N -2.604 0.221 -3.568
C -3.852 0.089 -4.277
N -4.068 -1.237 -4.789
N -4.902 -2.078 -4.129
N -4.912 -3.213 -4.706
C -4.057 -3.158 -5.787
C -3.733 -4.138 -6.732
C -2.844 -3.784 -7.717
C -2.281 -2.487 -7.767
C -2.588 -1.517 -6.844
C -3.503 -1.885 -5.848
H -2.920 -1.054 -0.452
H -4.020 -1.418 -1.800
H -4.045 0.172 -1.024
H 0.593 0.614 -3.211
H -1.335 0.982 -5.135
H -3.850 0.800 -5.103
H -4.686 0.308 -3.613
H -4.171 -5.125 -6.681
H -2.563 -4.506 -8.472
H -1.578 -2.255 -8.557
H -2.143 -0.534 -6.893
O 1.048 -3.951 0.390
C 1.534 -3.612 -0.697
N 2.141 -4.446 -1.584
C 2.719 -3.712 -2.693
C 2.178 -2.289 -2.356
O 2.358 -1.313 -3.067
N 1.544 -2.324 -1.170
C 4.237 -3.635 -2.631
C 4.963 -4.193 -1.590
C 6.346 -4.057 -1.544
C 7.010 -3.353 -2.533
C 6.286 -2.785 -3.576
C 4.911 -2.927 -3.627
C 2.186 -4.223 -4.022
C 2.840 -5.236 -4.709
C 2.306 -5.752 -5.882
C 1.112 -5.257 -6.380
C 0.448 -4.246 -5.697
C 0.984 -3.732 -4.528
H 2.237 -5.432 -1.418
H 4.453 -4.727 -0.799
H 6.899 -4.499 -0.725
H 8.086 -3.245 -2.497
H 6.796 -2.229 -4.351
H 4.345 -2.480 -4.433
H 3.777 -5.625 -4.329
H 2.828 -6.541 -6.408
H 0.698 -5.654 -7.298
H -0.489 -3.856 -6.074
H 0.460 -2.939 -4.009
F -9.838 1.897 3.281
C -8.510 1.677 3.164
C -7.787 1.372 4.303
C -6.427 1.148 4.179
C -5.786 1.229 2.942
C -6.557 1.538 1.828
C -7.927 1.764 1.920
Sb -3.671 0.880 2.675
C -3.148 2.104 4.353
C -3.781 3.346 4.426
C -3.478 4.266 5.419
C -2.519 3.923 6.350
F -2.217 4.803 7.328
C -1.851 2.717 6.308
C -2.165 1.818 5.299
C -3.854 -1.034 3.610
C -4.421 -2.049 2.840
C -4.628 -3.318 3.352
C -4.260 -3.563 4.661
F -4.453 -4.800 5.170
C -3.705 -2.591 5.463
C -3.502 -1.325 4.921
H -8.292 1.311 5.257
H -5.857 0.907 5.070
H -6.090 1.614 0.851
H -8.531 2.000 1.055
H -4.540 3.614 3.698
H -3.970 5.227 5.480
H -1.089 2.501 7.044
H -1.589 0.906 5.229
H -4.705 -1.859 1.810
H -5.069 -4.109 2.761
H -3.442 -2.823 6.486
H -3.073 -0.563 5.558

[3]
148
Properties=species:S:1:pos:R:3 method="wB97M-V/def2-TZVPD" charge=+1 orbital_gap_ha=0.13431 multiplicity=1
C 5.798 -0.299 -6.414
N 5.891 0.845 -5.539
C 6.727 1.906 -5.802
O 7.467 1.989 -6.783
C 6.536 2.923 -4.686
C 6.183 4.336 -5.166
C 4.831 4.358 -5.841
C 4.711 3.852 -7.141
C 3.445 3.704 -7.708
C 2.301 4.053 -6.986
C 2.432 4.634 -5.721
C 3.698 4.840 -5.174
N 5.471 2.309 -3.885
C 4.772 2.956 -2.942
C 3.960 2.282 -2.033
C 2.984 2.897 -1.223
C 2.656 2.447 0.105
C 2.850 3.285 1.235
C 2.703 2.779 2.526
C 2.297 1.448 2.734
C 2.033 0.627 1.623
C 2.223 1.117 0.324
C 5.134 0.926 -4.290
C 5.507 -0.104 -3.267
C 6.798 -0.302 -2.974
C 7.322 -1.175 -1.943
C 8.712 -1.439 -1.938
C 9.255 -2.375 -1.067
C 8.427 -3.049 -0.152
C 7.061 -2.725 -0.082
C 6.501 -1.798 -0.968
H 6.491 -0.163 -7.245
H 6.051 -1.209 -5.863
H 4.775 -0.387 -6.800
H 7.479 2.937 -4.100
H 6.199 4.994 -4.289
H 6.965 4.664 -5.871
H 5.617 3.585 -7.696
H 3.359 3.309 -8.718
H 1.310 3.871 -7.403
H 1.554 4.947 -5.158
H 3.811 5.347 -4.209
H 4.900 4.044 -2.937
H 4.192 1.211 -1.915
H 2.654 3.895 -1.533
H 3.197 4.306 1.077
H 2.882 3.417 3.393
H 2.155 1.045 3.750
H 1.663 -0.394 1.767
H 2.047 0.476 -0.545
H 4.058 0.831 -4.519
H 4.678 -0.621 -2.765
H 7.551 0.193 -3.608
H 9.340 -0.901 -2.652
H 10.324 -2.590 -1.103
H 8.854 -3.816 0.502
H 6.436 -3.216 0.669
H 5.437 -1.548 -0.913
C -0.963 1.001 -0.450
C -2.108 0.960 -1.446
C -2.944 2.241 -1.292
C -1.487 0.996 -2.855
C -2.954 -0.351 -1.369
C -4.032 -0.434 -2.261
C -4.571 -1.675 -2.562
C -3.969 -2.827 -2.062
C -3.058 -2.797 -0.998
C -2.554 -4.230 -0.563
C -2.124 -4.474 0.882
C -1.335 -4.575 -1.430
C -3.667 -5.278 -0.798
C -2.651 -1.483 -0.572
N -2.120 -1.246 0.735
C -2.810 -0.515 1.712
C -3.633 0.566 1.486
C -4.581 1.123 2.480
C -4.207 2.078 3.452
C -5.079 2.467 4.470
C -6.403 2.027 4.443
C -6.860 1.246 3.381
C -5.966 0.807 2.404
N -2.507 -1.145 2.911
C -3.263 -0.995 4.129
C -4.536 -1.617 4.298
C -5.137 -2.753 3.398
C -6.659 -2.888 3.551
C -4.472 -4.055 3.868
C -4.944 -2.597 1.900
C -5.250 -1.334 5.467
C -4.666 -0.660 6.539
C -3.370 -0.192 6.409
C -2.733 -0.204 5.161
C -1.467 0.685 5.101
C -1.757 2.003 5.841
C -0.999 1.074 3.710
C -0.359 -0.105 5.800
C -1.329 -1.878 2.711
C -1.095 -1.921 1.383
H -0.269 0.166 -0.599
H -0.403 1.942 -0.550
H -1.341 0.969 0.572
H -3.857 2.213 -1.895
H -3.223 2.432 -0.250
H -2.337 3.097 -1.638
H -2.262 0.952 -3.633
H -0.911 1.923 -2.992
H -0.806 0.142 -2.986
H -4.385 0.452 -2.797
H -5.379 -1.766 -3.287
H -4.252 -3.781 -2.514
H -2.724 -3.920 1.607
H -2.289 -5.539 1.121
H -1.053 -4.298 1.038
H -1.546 -4.485 -2.504
H -0.505 -3.896 -1.188
H -1.010 -5.606 -1.216
H -3.840 -5.497 -1.857
H -3.398 -6.235 -0.327
H -4.605 -4.949 -0.333
H -3.904 0.673 0.448
H -3.207 2.508 3.394
H -4.721 3.130 5.267
H -7.090 2.360 5.216
H -7.917 0.980 3.308
H -6.318 0.207 1.560
H -7.154 -1.945 3.299
H -7.021 -3.652 2.848
H -6.962 -3.200 4.554
H -3.377 -3.983 3.802
H -4.733 -4.244 4.920
H -4.812 -4.915 3.270
H -3.902 -2.523 1.611
H -5.343 -3.493 1.390
H -5.475 -1.723 1.501
H -6.272 -1.694 5.591
H -5.199 -0.541 7.482
H -2.879 0.248 7.283
H -2.030 1.866 6.890
H -0.884 2.665 5.820
H -2.593 2.511 5.349
H -0.460 0.271 3.209
H -1.828 1.375 3.072
H -0.303 1.918 3.787
H -0.194 -1.052 5.264
H 0.584 0.459 5.803
H -0.632 -0.349 6.837
H -0.747 -2.325 3.511
H -0.270 -2.366 0.840